i) Below is a structure of composition C2H2LiO2Rb, with properties calculated with ωB97M-V/def2-TZVPD.

Expectation value of S²: 0.78
2S+1: 2
Charge: +1
Orbital gap (spin up / spin down): 6.095 / 8.072 eV

Positions of all 8 atoms, in Å:
Rb 2.13 0.22 -0.78
O -3.46 -0.68 0.05
O -0.92 -0.20 0.27
C -1.85 0.68 0.05
C -3.09 0.43 0.69
Li -1.97 -1.82 0.63
H -2.51 0.39 -1.11
H -3.82 1.25 0.76

Charges per atom according to Mulliken partitioning, unit e: Rb 1.00; O -0.65; O -0.69; C 0.23; C -0.17; Li 0.86; H 0.13; H 0.29



ii) Below is a structure of composition C2H2LiO2Rb, with properties calculated with ωB97M-V/def2-TZVPD.

Expectation value of S²: 0.75
2S+1: 2
Charge: +1
Orbital gap (spin up / spin down): 5.971 / 5.871 eV

Positions of all 8 atoms, in Å:
Rb 3.33 -2.58 2.33
O -1.02 -0.53 -0.83
O 1.16 -0.68 0.06
C -1.11 0.87 -0.45
C 0.13 -0.97 -0.43
Li 0.78 1.45 0.36
H -1.37 1.46 -1.32
H -1.90 0.99 0.30

Charges per atom according to Mulliken partitioning, unit e: Rb 0.99; O -0.20; O -0.56; C -1.12; C 0.61; Li 0.82; H 0.23; H 0.24



So which one wins? Going from most stable to least: ii), i).



i) Below is a cluster of 9 separate species, C54H49F5O8 in total, with properties calculated with ωB97M-V/def2-TZVPD.

Charge: 0
Orbital gap: 8.142 eV
SMILES: Oc1ccc(O)cc1.Oc1ccc(O)cc1.Oc1ccc(O)cc1.Oc1ccc(O)cc1.Fc1ccccc1.Fc1ccccc1.Fc1ccccc1.Fc1ccccc1.Fc1ccccc1

Positions of all 116 atoms, in Å:
F -12.27 16.27 -36.75
F -10.74 19.22 -40.13
F -17.02 18.20 -31.86
F -13.78 19.56 -28.63
F -20.16 12.10 -29.64
O -17.57 22.97 -32.92
O -14.92 16.95 -36.51
O -12.18 22.12 -32.63
O -15.84 11.73 -35.05
O -12.24 15.91 -29.13
O -14.61 15.01 -28.18
O -16.19 11.81 -32.38
O -8.91 12.24 -31.55
C -15.60 12.99 -28.94
C -14.69 14.59 -37.07
C -15.73 12.99 -35.62
C -9.62 14.46 -31.17
C -11.42 13.66 -29.34
C -13.52 22.43 -32.71
C -16.09 12.18 -29.98
C -13.82 21.19 -26.92
C -10.57 13.08 -36.80
C -15.26 18.35 -33.42
C -10.41 14.03 -34.62
C -13.40 20.91 -37.53
C -15.16 13.76 -31.58
C -15.80 12.56 -31.30
C -11.04 15.20 -35.04
C -13.45 17.98 -31.28
C -19.02 14.17 -29.92
C -10.26 12.95 -35.44
C -16.20 22.87 -32.81
C -15.02 14.21 -29.25
C -15.90 21.67 -25.86
C -12.81 21.72 -38.49
C -15.69 18.22 -32.12
C -13.00 19.59 -37.38
C -15.40 23.53 -33.69
C -11.36 15.01 -29.65
C -12.01 19.05 -38.18
C -14.79 14.61 -30.55
C -10.56 12.70 -29.85
C -18.73 14.94 -32.17
C -11.24 14.20 -37.24
C -15.85 20.25 -27.75
C -9.63 13.13 -30.80
C -16.59 20.85 -26.76
C -14.54 21.88 -25.94
C -13.89 18.31 -33.64
C -16.37 14.02 -34.95
C -13.02 18.05 -32.59
C -15.68 21.95 -31.89
C -19.67 13.09 -30.46
C -14.83 18.13 -31.04
C -11.97 21.11 -39.43
C -19.56 13.91 -32.66
C -14.45 20.29 -27.73
C -18.53 15.13 -30.80
C -19.98 12.93 -31.78
C -10.44 15.43 -30.60
C -16.13 15.35 -35.28
C -11.53 19.83 -39.22
C -14.32 21.70 -31.83
C -11.49 15.24 -36.34
C -14.85 13.29 -36.64
C -15.24 15.62 -36.33
C -14.02 23.33 -33.64
H -14.12 16.75 -37.01
H -11.15 16.06 -34.40
H -11.68 14.24 -38.23
H -12.13 13.30 -28.60
H -14.12 14.74 -37.98
H -18.91 14.21 -28.85
H -13.49 23.79 -34.46
H -10.40 12.30 -37.53
H -11.65 22.80 -33.08
H -13.94 20.86 -31.26
H -17.58 20.49 -26.53
H -18.05 16.06 -30.53
H -11.98 17.99 -32.88
H -18.06 22.35 -32.39
H -13.15 15.56 -29.07
H -14.13 21.32 -36.84
H -18.46 15.74 -32.86
H -12.75 21.39 -26.96
H -14.96 14.12 -32.58
H -13.50 19.02 -36.61
H -15.35 18.07 -30.10
H -16.61 16.21 -34.85
H -16.44 10.95 -32.04
H -16.58 22.00 -25.07
H -15.84 12.65 -27.94
H -10.72 11.67 -29.56
H -10.41 16.48 -30.85
H -19.84 13.87 -33.71
H -16.32 19.69 -28.55
H -9.83 12.04 -35.05
H -13.24 22.67 -38.76
H -15.88 18.55 -34.28
H -16.68 11.33 -29.68
H -9.19 11.34 -31.34
H -11.84 21.68 -40.35
H -16.07 11.97 -34.14
H -15.20 14.83 -27.44
H -17.03 13.84 -34.11
H -15.85 24.17 -34.43
H -16.36 21.34 -31.31
H -14.10 22.55 -25.22
H -8.87 14.72 -31.91
H -12.83 17.90 -30.39
H -10.13 13.93 -33.57
H -14.42 15.60 -30.78
H -20.67 12.17 -32.10
H -11.67 18.02 -38.16
H -14.41 12.50 -37.23
H -13.52 18.53 -34.63

Mulliken atomic charge list, values in e, 99 entries: F 0.01; F -0.31; F -0.60; F -0.03; F -0.41; O -0.57; O -0.50; O -0.54; O -0.65; O -0.46; O -0.69; O -0.43; O -0.54; C -1.06; C -0.70; C 0.13; C -0.50; C -0.29; C 0.50; C -0.84; C -0.44; C -0.51; C -0.29; C 0.11; C -0.75; C -1.46; C 0.49; C -0.66; C 0.03; C -0.38; C -0.81; C 0.46; C 0.69; C -0.26; C -0.59; C 0.13; C 0.54; C -0.57; C 0.10; C -0.40; C 0.77; C -0.76; C -0.54; C -0.60; C -0.08; C 0.56; C -0.71; C -0.54; C -0.27; C -0.02; C -1.17; C -0.46; C 0.39; C -0.41; C -0.51; C -0.62; C 0.21; C -0.33; C -0.39; C -0.31; C -0.30; C 0.33; C -0.24; C 0.72; C -0.58; C 0.16; C -0.71; H 0.09; H 0.35; H 0.39; H 0.41; H 0.68; H 0.45; H 0.33; H 0.38; H 0.31; H 0.59; H 0.33; H 0.43; H 0.51; H 0.30; H -0.12; H 0.48; H 0.51; H 0.41; H 0.70; H -0.05; H 0.33; H 0.43; H 0.25; H 0.32; H 0.44; H 0.33; H 0.52; H 0.45; H 0.40; H 0.46; H 0.34; H 0.78



ii) Below is a cluster of 9 separate species, C54H49F5O8 in total, with properties calculated with ωB97M-V/def2-TZVPD.

Charge: 0
Orbital gap: 8.026 eV
SMILES: Oc1ccc(O)cc1.Oc1ccc(O)cc1.Oc1ccc(O)cc1.Oc1ccc(O)cc1.Fc1ccccc1.Fc1ccccc1.Fc1ccccc1.Fc1ccccc1.Fc1ccccc1

Positions of all 116 atoms, in Å:
F 0.80 -5.39 5.91
F 4.94 -4.26 3.74
F -0.44 2.49 -4.29
F 3.38 -6.34 -4.22
F -1.39 3.94 0.27
O -4.06 1.10 -1.45
O 2.76 -1.25 0.70
O 5.30 -1.67 -0.25
O -7.56 -2.56 4.01
O -1.33 1.24 -2.03
O -7.02 5.36 -3.32
O -3.75 -0.86 0.42
O 5.32 2.91 -3.30
C -5.41 -2.70 3.05
C 0.48 -1.16 0.03
C 4.99 -1.54 6.11
C 0.49 3.25 -4.94
C 5.18 -0.58 -2.40
C 1.02 5.19 -6.17
C 1.77 2.74 -5.06
C -4.71 -1.22 1.30
C 0.08 4.43 -5.49
C 3.48 -6.09 -1.89
C -4.45 -2.30 2.13
C -6.87 3.36 -1.99
C -4.66 2.83 2.48
C 5.14 0.58 -3.14
C 5.05 -2.84 5.62
C 4.95 -3.01 4.26
C -6.13 2.27 -1.54
C -6.91 -1.00 2.26
C 5.49 -0.53 -1.04
C -4.29 3.01 -2.89
C 3.04 -5.65 -3.11
C 2.03 0.51 -0.74
C 4.91 -0.67 3.88
C 2.32 -4.47 -3.27
C -5.05 4.07 -3.36
C -1.06 -2.64 4.52
C 2.69 -4.04 -0.93
C 5.71 1.85 -1.18
C -4.61 4.08 1.90
C 2.32 4.70 -6.31
C 2.17 -3.64 -2.16
C 0.49 -4.32 5.17
C 5.39 1.79 -2.52
C -2.47 3.59 0.99
C 1.02 1.13 -1.46
C -0.73 -3.70 5.35
C -5.92 -0.57 1.38
C -2.52 2.32 1.56
C -4.83 2.10 -1.98
C -0.16 -2.16 3.58
C -6.64 -2.07 3.10
C 1.43 -3.81 4.30
C 2.72 3.52 -5.71
C 1.12 -2.71 3.51
C 5.75 0.69 -0.44
C -0.27 0.61 -1.42
C 4.80 -1.96 3.38
C -3.50 4.47 1.15
C 4.97 -0.45 5.25
C 1.78 -0.65 -0.06
C -3.60 1.94 2.34
C -0.52 -0.55 -0.71
C 3.31 -5.27 -0.78
C -6.34 4.26 -2.88
H 5.01 -1.53 -2.88
H -1.53 -0.95 -0.72
H -5.20 -3.56 3.67
H -3.58 1.02 2.90
H -3.12 1.23 -1.69
H 3.03 5.31 -6.86
H 1.92 -4.28 -4.26
H -7.85 -0.47 2.27
H 3.03 0.92 -0.80
H -4.65 4.79 -4.06
H -1.41 -4.03 6.12
H 5.62 3.69 -2.81
H 1.25 1.98 -2.09
H -5.44 4.76 2.04
H -3.55 -2.88 1.98
H 5.15 -1.39 7.17
H 4.84 0.19 3.23
H 6.05 -2.27 -0.35
H -3.49 5.49 0.78
H 0.86 6.20 -6.54
H 3.60 -1.05 0.29
H 4.82 -2.15 2.31
H -1.71 1.62 1.36
H 3.59 -5.61 0.21
H -3.29 2.85 -3.27
H 4.93 0.55 5.65
H -6.60 1.60 -0.84
H 3.97 -7.05 -1.82
H 2.00 1.85 -4.48
H -8.42 -2.16 3.82
H 4.98 0.52 -4.21
H 2.40 -4.28 4.25
H 1.60 -2.72 -2.20
H -6.11 0.27 0.71
H -7.65 5.67 -2.66
H 3.77 3.26 -5.71
H 6.01 2.80 -0.74
H -1.09 1.69 -2.85
H 1.82 -2.32 2.78
H -0.42 -1.26 3.04
H 0.31 -2.00 0.68
H -0.95 4.72 -5.35
H -5.53 2.54 3.06
H -4.01 -0.14 -0.19
H 2.53 -3.39 -0.08
H 5.12 -3.68 6.29
H 5.91 0.68 0.64
H -2.05 -2.20 4.57
H -7.87 3.45 -1.58

Mulliken atomic charge list, values in e, 99 entries: F -0.34; F -0.36; F -0.33; F -0.33; F -0.35; O -0.42; O -0.09; O -0.45; O -0.57; O -0.57; O -0.57; O -0.32; O -0.48; C -0.70; C 0.11; C -0.47; C 0.61; C -0.22; C -0.39; C -0.50; C 0.02; C -0.66; C -0.37; C -0.49; C -0.93; C -0.49; C -0.58; C -0.33; C 0.00; C -0.32; C -0.49; C -0.21; C -0.38; C 0.28; C -0.68; C -0.14; C -0.55; C -0.67; C -0.30; C -0.11; C -0.67; C -0.57; C -0.57; C -0.23; C 0.34; C 0.65; C 0.07; C -0.58; C -0.70; C 0.33; C 0.03; C 0.60; C -1.02; C 0.76; C -0.55; C -0.39; C 0.12; C -0.37; C 0.39; C 0.23; C -0.44; C -0.71; C 0.12; C -0.48; C -0.80; C -0.76; C 0.72; H 0.49; H 0.43; H 0.46; H 0.49; H 0.00; H 0.35; H 0.43; H 0.30; H 0.28; H 0.42; H 0.44; H 0.27; H 0.61; H 0.42; H 0.51; H 0.37; H 0.28; H 0.35; H 0.44; H 0.37; H -0.42; H 0.29; H 0.43; H 0.48; H 0.40; H 0.40; H 0.39; H 0.42; H 0.54; H 0.28; H 0.49; H 0.49



So which one wins? Going from most stable to least: ii), i).